C17H19CeN5O2 | wB97M-V/def2-TZVPD

Its energy relative to the best compared isomer or geometry (same formula, charge and spin) is 805.1 kJ/mol. For the HOMO-LUMO gap (alpha / beta), the calculation gives 0.123 / 0.122 Ha. The calculation puts the max |F| at 17.41 eV Å⁻¹.

ORCA input file:
```
! RIJCOSX wB97M-V def2-TZVPD def2/J DEFGRID3
* xyz 4 1
N 1.297 -2.554 1.801
C 2.123 -3.084 2.426
C 3.064 -3.823 3.237
H 3.999 -3.967 2.672
H 2.616 -4.802 3.484
H 3.277 -3.262 4.164
N -3.747 0.632 1.218
C -4.647 1.140 1.742
C -5.834 1.690 2.361
H -6.443 0.848 2.730
H -6.386 2.263 1.599
H -5.554 2.354 3.195
N 0.296 1.635 -3.071
C 1.051 2.207 -3.773
C 1.809 2.930 -4.774
H 1.703 4.018 -4.617
H 1.414 2.659 -5.771
H 2.875 2.655 -4.703
Ce -0.556 -0.544 -0.378
C -0.932 1.922 0.043
O -0.613 2.910 0.585
C -0.581 0.192 2.124
O -0.298 1.014 2.898
C -1.151 -2.758 -0.267
C -0.116 -2.585 -1.221
C -0.310 -1.682 -2.312
C -1.535 -0.979 -2.420
C -2.551 -1.150 -1.454
C -2.359 -2.032 -0.379
H -0.971 -3.407 0.586
H 0.855 -3.075 -1.078
H 0.505 -1.484 -3.020
H -1.659 -0.273 -3.238
H -3.458 -0.561 -1.507
H -3.111 -2.100 0.396
N 3.497 1.379 1.499
C 3.386 2.282 0.443
C 2.289 1.850 -0.293
N 1.743 0.686 0.284
C 2.505 0.451 1.365
H 4.225 1.411 2.240
H 4.078 3.102 0.291
H 1.844 2.267 -1.182
H 2.361 -0.373 2.070
*
```